C14H25O9S4 | the ωB97M-V functional and the def2-TZVPD basis

Results
**Largest force on an atom**: 9.79 eV Å⁻¹
**Total charge**: -1
**LUMO**: 1.852 eV
**Frontier orbital gap**: 6.26 eV

Last column: natural (NBO) charge in e.
Cartesian coordinates (Å):
C 9.4841 -2.0945 -0.0303  -0.3434
C 8.1669 -1.9292 -0.0674  -0.2745
S 6.2893 -1.7697 -0.0572  2.1690
O 5.8271 -0.7413 -1.0729  -0.9629
O 5.6973 -3.1137 -0.4985  -0.9594
O 5.6855 -1.3098 1.4178  -0.8801
H 10.5933 -1.7655 -0.0730  0.2442
C 1.5133 1.0437 2.5715  -0.4042
C 0.5320 -0.1181 2.7413  -0.4182
C 1.2946 -1.4093 2.4414  -0.6810
S 3.0080 -1.0856 2.8475  2.1681
O 3.7875 -1.1364 1.6321  -0.8544
O 3.3684 -1.8396 4.0300  -0.9638
C 2.7820 0.6249 3.3025  -0.6789
H 1.1093 1.9772 2.9712  0.2058
H 1.7264 1.1946 1.5078  0.2167
H 0.1653 -0.1373 3.7739  0.1875
H -0.3379 -0.0127 2.0861  0.2638
H 0.9299 -2.2417 3.0456  0.2376
H 1.2423 -1.6676 1.3819  0.2411
H 3.6575 1.2060 3.0120  0.2546
H 2.6442 0.6675 4.3860  0.2208
C -5.3171 0.7377 1.6352  -0.4066
C -5.1977 0.4814 0.1317  -0.3993
C -3.7815 -0.0294 -0.1348  -0.6853
S -3.2524 -0.8446 1.3655  2.1767
O -2.1507 -0.0974 1.9303  -0.9453
O -3.1799 -2.2702 1.1333  -0.9399
C -4.7219 -0.4897 2.3124  -0.6769
H -6.3542 0.8997 1.9381  0.2191
H -4.7421 1.6301 1.9044  0.2171
H -5.9266 -0.2798 -0.1674  0.2027
H -5.4076 1.3823 -0.4501  0.2314
H -3.7600 -0.7418 -0.9607  0.2507
H -3.0912 0.7918 -0.3340  0.2702
H -4.4605 -0.3200 3.3570  0.2534
H -5.3903 -1.3499 2.2266  0.2368
C -0.7154 0.0691 -4.6235  -0.4055
C -0.0601 1.4404 -4.7957  -0.4034
C -0.8545 2.4380 -3.9510  -0.6802
S -1.5642 1.4988 -2.6043  2.1644
O -3.0043 1.5040 -2.7475  -0.9613
O -0.9103 1.8680 -1.3690  -0.9287
C -0.9496 -0.0917 -3.1277  -0.6791
H -0.0884 -0.7326 -5.0197  0.2341
H -1.6716 0.0468 -5.1575  0.2077
H 0.9743 1.3971 -4.4389  0.2233
H -0.0324 1.7464 -5.8445  0.2220
H -0.2136 3.2229 -3.5464  0.2577
H -1.6728 2.8827 -4.5210  0.2423
H -1.6753 -0.8690 -2.8875  0.2527
H -0.0107 -0.2769 -2.6000  0.2607

=====

C14H26Cl18O2 | the ωB97M-V functional and the def2-TZVPD basis

Results
**Largest force on an atom**: 4.26 eV Å⁻¹
**Energy relative to the best compared isomer or geometry (same formula, charge and spin)**: 86.27 kJ/mol
**Total charge**: 0
**LUMO**: 0.421 eV
**Frontier orbital gap**: 9.99 eV

Last column: natural (NBO) charge in e.
Cartesian coordinates (Å):
C 1.5292 -3.0163 0.0590  -0.4106
C 0.5476 -2.0348 0.3084  -0.1961
C -0.6788 -1.7398 -0.6617  -0.5515
C -1.9002 -1.2339 0.2232  0.8039
O -2.0483 0.0127 0.3359  -0.5885
O -2.8046 -2.0484 0.9369  -0.5224
C -3.4003 -3.0821 0.1076  -0.2867
H 1.4010 -3.7555 -0.7950  0.2051
H 2.4480 -3.0063 0.7457  0.2266
H 0.6432 -1.3703 1.2333  0.2189
H -0.3528 -0.8953 -1.3608  0.2441
H -0.9507 -2.6225 -1.3474  0.2314
H -4.5329 -2.9067 0.0004  0.1965
H -3.2623 -4.0752 0.6855  0.2057
H -2.9339 -3.2034 -0.9188  0.1909
Cl 4.0487 -2.2717 2.5795  -0.0467
C 3.3624 -0.6809 2.9394  -0.4038
Cl 3.3803 0.3622 1.5111  -0.0139
H 2.3355 -0.8090 3.2720  0.2176
H 3.9514 -0.2113 3.7288  0.2332
Cl 0.6694 0.8247 3.2767  -0.0537
C -0.4568 1.9799 2.5473  -0.4008
Cl -1.9453 2.1089 3.4912  -0.0305
H 0.0188 2.9576 2.5027  0.2246
H -0.7061 1.6446 1.5463  0.2568
Cl -3.3737 4.4096 -1.1777  -0.0354
C -3.3027 4.5416 0.5837  -0.3930
Cl -1.6415 4.7741 1.1366  -0.0254
H -3.9039 5.3919 0.9003  0.2237
H -3.6967 3.6263 1.0230  0.2351
Cl 2.6679 2.1574 -2.4091  -0.0239
C 1.0740 1.7389 -1.7694  -0.3923
Cl 1.1371 1.4651 -0.0235  -0.0196
H 0.3845 2.5563 -1.9750  0.2289
H 0.7252 0.8308 -2.2575  0.2163
Cl -4.7957 1.7662 -5.4503  -0.0258
C -3.9199 3.1219 -4.7290  -0.3995
Cl -2.1720 2.8749 -4.8180  -0.0314
H -4.1752 4.0337 -5.2657  0.2297
H -4.2108 3.2146 -3.6839  0.2238
Cl -2.2325 6.3110 -7.2518  -0.0221
C -1.6440 6.8747 -5.6832  -0.3959
Cl -2.6539 6.2683 -4.3658  -0.0282
H -0.6251 6.5197 -5.5392  0.2257
H -1.6613 7.9630 -5.6693  0.2240
Cl 7.6309 -4.3240 0.1895  -0.0323
C 6.9464 -2.7334 0.5485  -0.3971
Cl 6.9645 -1.6930 -0.8802  -0.0248
H 5.9175 -2.8582 0.8819  0.2291
H 7.5347 -2.2645 1.3352  0.2211
Cl 5.5094 -2.3386 6.6599  -0.0127
C 4.8241 -0.7501 7.0184  -0.3952
Cl 4.8400 0.2912 5.5887  -0.0188
H 3.7958 -0.8756 7.3523  0.2264
H 5.4128 -0.2799 7.8040  0.2268
Cl -2.8720 -5.7390 -1.8716  -0.0259
C -4.0273 -6.8103 -1.0748  -0.3976
Cl -4.0650 -6.5189 0.6668  -0.0162
H -5.0198 -6.6305 -1.4838  0.2253
H -3.7344 -7.8426 -1.2569  0.2272

=====

C14H26IOP2Pt | the ωB97M-V functional and the def2-TZVPD basis

Results
**Spin multiplicity**: 5
**Largest force on an atom**: 6.19 eV Å⁻¹
**Energy relative to the best compared isomer or geometry (same formula, charge and spin)**: 0.00 kJ/mol
**Total charge**: +3
**LUMO (spin up / spin down)**: -10.979 / -14.511 eV
**Frontier orbital gap (spin up / spin down)**: 7.53 / 5.16 eV

Last column: natural (NBO) charge in e.
Cartesian coordinates (Å):
C -0.4470 0.3037 -2.8503  -0.6679
I 1.8269 0.4600 1.5050  0.6656
H 0.4118 0.4031 -3.5290  0.2566
H -1.1202 1.1623 -2.9833  0.2261
H -0.9992 -0.6174 -3.0785  0.2257
Pt 0.2049 0.2386 -0.8544  0.5563
P 0.4841 2.6225 -0.8816  0.9945
C -0.9324 3.4806 -0.1202  -0.9590
C 1.9226 3.3074 0.0229  -0.9463
H 2.1160 4.3464 -0.2726  0.3022
H 0.8763 4.4774 -2.3844  0.2887
H 2.7989 2.6909 -0.2003  0.2590
H 1.5005 2.9431 -3.0554  0.2733
H -1.0446 3.1698 0.9264  0.2404
H 1.7193 3.2561 1.0990  0.2430
C 0.6628 3.4062 -2.5187  -0.9480
H -0.7605 4.5668 -0.1558  0.2946
H -0.2545 3.2900 -3.1072  0.2695
H -1.8540 3.2469 -0.6690  0.2682
P 0.4215 -2.1067 -0.8386  1.0271
C -1.0733 -2.9915 -0.2833  -0.9630
C 0.6476 -2.8276 -2.5023  -0.9429
H 2.8005 -2.0210 -0.3592  0.2728
H 2.1703 -3.7021 -0.3170  0.2980
H 1.9296 -2.5909 1.0725  0.2393
C 1.9742 -2.6610 -0.0186  -0.9532
H 1.4626 -2.3123 -3.0301  0.2730
H 0.9037 -3.8932 -2.3747  0.2837
H -0.8723 -4.0725 -0.3278  0.2930
H -1.8997 -2.7704 -0.9738  0.2823
H -0.2861 -2.7365 -3.0743  0.2673
H -1.3749 -2.7045 0.7297  0.2457
C -1.6609 0.2214 -0.5720  0.4893
O -2.8013 0.1484 -0.4009  -0.3672
C -1.1643 -1.0113 4.4527  -0.0437
C -0.3631 -1.9632 3.8157  -0.0829
C -0.0494 -1.8455 2.4602  -0.3532
C -0.3093 -0.6356 1.7900  0.0315
C -1.1467 0.2899 2.3836  -0.3409
C -1.6009 0.0752 3.6989  -0.1232
H -1.4352 -1.0751 5.5132  0.2866
H -0.0149 -2.8196 4.3838  0.2680
H 0.3437 -2.7287 1.9572  0.2561
H -1.4304 1.1688 1.8062  0.2372
H -2.2828 0.8111 4.1161  0.2770

=====

C14H26MgNO3PS | the ωB97M-V functional and the def2-TZVPD basis

Results
**Largest force on an atom**: 2.32 eV Å⁻¹
**Total charge**: 0
**LUMO**: -0.063 eV
**Frontier orbital gap**: 7.25 eV

Last column: natural (NBO) charge in e.
Cartesian coordinates (Å):
C 1.7327 -2.2589 -2.6609  -0.2556
C 1.7628 -2.6352 -1.3238  -0.1648
C 0.9917 -1.9660 -0.3730  -0.0911
C 0.1971 -0.9274 -0.8258  -0.5746
C 0.1479 -0.5143 -2.1467  -0.0749
C 0.9253 -1.2080 -3.0799  -0.2144
C 1.1369 -2.3271 1.0791  -0.4388
C 1.1120 -1.1259 2.0498  -0.1579
N 2.4092 -0.5701 2.3477  -0.4370
Mg -1.1798 0.0327 0.5129  1.6587
C -0.6093 0.7502 -2.5271  -0.7244
P -0.4494 1.9355 -1.1174  0.7321
H 2.4138 -3.4227 -0.9636  0.1867
H 0.9159 -0.8632 -4.1097  0.1960
H 2.3413 -2.7940 -3.3798  0.2071
H -1.6881 0.5510 -2.6708  0.2562
H -0.2165 1.1958 -3.4546  0.2228
H 0.3335 -2.9998 1.4184  0.2262
H 2.0817 -2.8721 1.2167  0.2250
H 0.4726 -0.3014 1.6365  0.0548
C -1.4618 3.3690 -1.4628  -0.9607
C 1.2786 2.4430 -1.1738  -0.9542
H 0.6624 -1.4417 3.0104  0.2087
C 3.0663 0.1268 1.2633  -0.4151
C 2.4564 0.1530 3.5997  -0.4022
H -2.4654 1.1816 1.3122  0.0177
H 4.0770 0.4292 1.5727  0.2016
H 3.1398 -0.5049 0.3692  0.2237
H 2.5206 1.0504 0.9873  0.1537
H 3.4880 0.4367 3.8427  0.2050
H 1.8503 1.0757 3.5563  0.1514
H 2.0573 -0.4766 4.4038  0.2018
H 1.4742 2.9771 -2.1062  0.2273
H 1.4831 3.0966 -0.3191  0.2362
H 1.9419 1.5753 -1.1033  0.2685
H -1.1387 3.8191 -2.4008  0.2273
H -2.5119 3.0690 -1.5167  0.2464
H -1.3412 4.0765 -0.6377  0.2395
H -1.8658 1.2827 1.8024  0.0044
C -4.8156 -0.0397 0.5694  -0.9111
S -3.5891 -1.3905 0.2804  2.3484
O -2.8815 -1.5117 1.5879  -1.0336
O -4.2953 -2.4595 -0.3963  -0.9108
O -2.5324 -0.7911 -0.6467  -1.1199
H -5.7730 -0.4938 0.8987  0.2527
H -5.0909 0.5876 -0.3065  0.2429
H -4.5645 0.6811 1.3855  0.2185

=====

Q: What is the total charge in the third record?
A: +3